Record 1
80
Properties=species:S:1:pos:R:3:forces:R:3:lowdin_spin:R:1 method="wB97M-V/def2-TZVPD" homo_ev="-0.80 / -1.49" s2=6.06 charge=-2 multiplicity=5 gap_ev="4.97 / 5.63" total_energy_ev=-165652.86243
N -1.626 0.237 -0.167 0.0 0.0 -0.1 0.010
C 1.345 2.170 -2.777 0.0 0.0 0.0 -0.018
F -0.309 1.476 1.940 0.0 0.0 0.0 0.003
C 3.418 -2.463 4.424 0.0 0.0 0.0 0.000
H 4.195 -2.495 5.181 0.0 0.0 0.0 0.000
F -0.722 -0.577 2.555 0.0 0.0 0.0 0.000
C -3.936 -0.977 1.037 0.1 0.0 0.0 0.000
H 1.137 2.326 0.501 0.0 0.0 0.0 0.008
H -5.562 -0.518 -2.523 0.0 0.0 0.0 0.000
C -4.040 0.441 0.507 0.0 0.0 0.0 0.000
C 0.267 -1.337 -3.402 -0.1 0.0 0.0 0.006
C -5.090 0.413 -0.629 0.0 0.0 0.0 0.000
O 2.290 -2.564 -3.468 0.0 0.0 0.0 0.024
O -0.704 -1.776 -0.163 0.1 0.0 0.0 0.003
O -2.746 2.181 -0.452 0.0 0.0 0.0 0.004
H -2.682 -2.601 1.027 0.0 0.0 0.0 0.000
H 1.679 4.667 0.124 0.0 0.0 0.0 0.000
H -3.368 0.548 3.237 0.0 0.0 0.0 0.000
C 1.658 0.117 2.223 0.1 0.0 0.0 0.004
H -2.658 1.965 2.472 0.0 0.0 0.0 0.000
H 6.375 -1.804 -1.145 0.0 0.0 0.0 0.001
H -4.030 2.145 3.565 0.0 0.0 0.0 0.000
C 1.676 3.568 -3.085 0.0 0.0 0.0 0.001
C -4.559 1.367 1.617 0.0 0.0 0.0 0.000
H 2.037 5.509 -2.234 0.0 0.0 0.0 0.008
C 1.780 4.478 -2.024 0.0 0.0 0.0 0.158
H -4.915 -1.639 -1.328 0.0 0.0 0.0 0.000
N 1.443 -2.375 2.473 0.0 0.0 0.0 0.000
H -1.589 -1.423 -6.212 0.0 0.0 0.0 0.000
F 0.769 0.152 5.001 0.0 0.0 0.0 0.000
C 5.377 -0.781 0.468 0.0 0.0 0.0 -0.002
C 4.264 -1.589 -1.490 0.0 0.0 0.0 -0.002
C -1.943 -0.182 -4.496 0.0 0.0 0.0 0.000
C 0.197 0.440 2.666 0.0 0.0 -0.1 0.000
H -4.741 2.338 1.152 0.0 0.0 0.0 0.000
C -0.136 -1.737 -4.664 0.0 0.0 0.0 -0.001
N 1.706 -0.114 0.735 -0.1 -0.1 0.0 0.028
N 1.301 1.345 -3.803 0.0 0.1 -0.1 0.144
C 2.041 -1.259 2.884 0.0 0.0 0.0 0.001
H -5.107 1.419 -1.053 0.0 0.0 0.0 0.000
C 2.810 -3.634 3.986 0.0 0.0 0.0 0.000
N 1.872 3.873 -4.368 0.0 0.0 0.0 0.244
F 0.453 2.188 4.328 0.0 0.0 0.0 0.000
C -3.599 1.514 2.786 0.0 0.0 0.0 0.000
C -1.496 0.137 -3.226 0.0 0.0 0.0 0.006
C -1.682 -1.068 0.117 -0.1 0.0 0.0 0.007
H -2.799 0.335 -4.909 0.0 0.0 0.0 0.000
O 2.367 1.132 2.692 0.0 0.0 0.0 0.004
C 3.059 -1.116 -0.986 0.1 0.0 0.0 0.008
H -1.970 0.904 -2.625 0.0 0.0 0.0 0.000
H 0.476 -2.460 -5.185 0.0 0.0 0.0 0.000
H 6.285 -0.621 1.041 0.0 0.0 0.0 0.000
C 2.966 -0.489 0.284 0.1 0.0 0.0 0.003
C 1.594 -1.771 -2.827 0.1 0.0 0.0 0.013
N 1.099 1.771 -1.491 0.1 0.1 0.1 0.049
N 1.841 -1.145 -1.678 0.0 0.0 0.0 -0.017
C 1.251 2.691 -0.507 0.0 0.0 -0.1 0.152
F -1.212 0.854 4.536 0.0 0.0 0.0 0.000
H -6.061 0.225 -0.164 0.0 0.0 0.0 0.000
C -4.834 -0.622 -1.717 0.0 0.0 0.0 0.000
H -5.516 0.965 1.955 0.0 0.0 0.0 0.000
H 4.149 0.259 1.896 0.0 0.0 0.0 0.000
C 5.434 -1.434 -0.754 0.0 0.0 0.0 0.008
C 4.177 -0.304 0.976 0.0 0.0 0.0 0.007
C 0.091 0.924 4.145 0.0 0.0 0.0 0.000
H 4.266 -2.075 -2.453 0.0 0.0 0.0 0.000
H 3.436 -0.304 4.154 0.0 0.0 0.0 0.000
Cr 0.460 -0.078 -0.817 -0.1 0.0 0.1 2.859
C 3.022 -1.263 3.872 0.0 0.0 0.0 0.000
Se 1.643 2.328 -5.280 0.0 0.0 0.0 0.197
C -1.260 -1.151 -5.216 0.0 0.0 0.0 0.006
N -0.433 -0.452 -2.688 -0.1 -0.1 -0.1 -0.004
O -4.833 -1.523 1.649 0.0 0.0 0.0 0.001
H -3.841 -0.515 -2.154 0.0 0.0 0.0 0.000
N -2.794 -1.651 0.703 0.0 0.0 0.0 0.001
C 1.576 4.014 -0.731 0.0 0.0 0.0 0.066
H 3.091 -4.604 4.378 0.0 0.0 0.0 0.000
C -2.727 1.026 -0.063 0.0 0.0 0.0 0.003
C 1.826 -3.528 3.018 0.0 0.0 0.0 0.000
H 1.322 -4.419 2.651 0.0 0.0 0.0 0.000

Record 2
70
Properties=species:S:1:pos:R:3:forces:R:3:lowdin_spin:R:1 method="wB97M-V/def2-TZVPD" homo_ev="-5.36 / -5.36" s2=6.12 charge=-1 multiplicity=5 gap_ev="5.52 / 7.44" total_energy_ev=-148584.68376
C -0.784 -2.559 0.329 0.0 -0.2 -0.1 0.003
Ge 1.920 -1.317 0.226 0.6 -0.1 -0.1 0.000
H -0.185 5.011 1.612 0.1 0.2 0.0 0.000
H 0.834 0.113 -3.308 -0.1 -0.1 0.0 0.000
C 2.657 2.004 2.707 0.0 0.2 0.1 0.000
O -3.611 4.579 -6.101 0.6 0.2 -1.0 0.000
H -0.052 3.892 3.843 0.1 0.0 0.1 0.000
C -3.829 3.503 -4.025 -0.2 0.6 -0.7 0.002
N -1.863 2.220 0.887 0.0 -0.3 0.2 0.045
O -5.391 5.084 -4.813 -1.0 0.5 0.1 0.000
H 4.363 -6.497 -1.111 0.0 -0.1 0.0 0.000
H -1.094 1.639 4.110 0.0 0.0 0.1 -0.001
C -2.464 3.426 -3.778 0.0 -0.4 0.4 0.000
C -1.946 -3.098 2.360 0.0 -0.1 0.1 -0.001
H 1.368 1.413 1.104 -0.1 0.1 0.0 0.000
H -0.956 2.479 -2.555 0.0 0.0 0.0 0.000
C 1.989 -0.307 -1.518 0.0 -0.2 0.5 0.001
O -1.564 -0.759 -2.206 -0.3 0.0 0.3 0.039
C -4.139 1.837 -2.353 -0.5 0.1 -0.1 0.005
C -0.491 -0.351 -1.722 0.1 -0.4 -1.0 0.012
S -2.601 0.085 2.130 -0.2 -0.4 -1.0 -0.110
C -0.556 3.411 3.016 -0.1 0.1 -0.2 0.001
C -4.688 2.689 -3.304 0.3 -0.4 0.5 0.000
C 2.865 -3.038 -0.185 -0.3 0.6 0.2 0.000
C 2.688 -5.174 -1.312 0.0 -0.1 -0.1 0.000
C 2.197 1.130 1.740 -0.1 -0.1 -0.2 0.000
C 4.659 -4.650 -0.067 0.2 -0.1 0.0 0.000
C 0.157 -1.949 2.438 0.3 0.0 0.0 0.001
O -0.474 0.232 -0.591 -0.5 0.7 0.4 -0.007
H 2.036 0.751 -1.264 0.0 0.0 0.1 0.000
C -4.351 4.519 -5.123 0.5 -1.1 1.1 0.000
C 0.244 -1.968 1.052 0.5 0.2 -0.2 0.001
O -6.169 0.744 -1.715 0.7 -0.2 0.4 0.007
H -0.726 -2.613 -0.751 -0.2 0.0 0.0 0.000
C 2.160 -3.941 -0.976 -0.1 0.1 0.0 0.000
H -2.684 -3.545 0.401 0.0 0.0 -0.1 0.000
C 0.818 -0.562 -2.445 -0.1 0.1 0.2 0.000
H 4.712 -2.723 0.841 0.1 0.0 0.1 0.000
Mn -2.479 0.323 -0.408 0.6 1.3 0.2 3.958
C -1.289 3.405 0.744 0.1 0.2 0.0 0.005
C 3.944 -5.534 -0.853 0.0 -0.1 0.0 0.000
C 3.811 -0.487 2.428 0.0 -0.2 -0.1 0.000
C 4.127 -3.412 0.251 0.1 0.2 0.1 0.000
C 4.282 0.387 3.392 0.1 0.0 0.1 0.000
H 5.101 0.090 4.031 0.0 0.0 0.1 0.000
H 0.833 -1.580 -2.838 -0.1 0.0 0.0 0.000
H 5.635 -4.925 0.308 0.1 0.0 0.0 0.000
C -0.916 -2.529 3.088 -0.1 -0.1 0.1 0.002
C 2.767 -0.130 1.585 -0.3 -0.5 -0.5 0.000
H -0.954 -2.514 4.168 -0.1 0.0 0.1 0.000
N -2.830 1.797 -2.085 -0.2 -0.7 0.6 0.006
H 1.176 -3.671 -1.334 -0.1 -0.1 0.0 0.000
C -1.799 1.598 2.082 -0.1 0.5 -0.2 -0.007
H -1.784 4.034 -4.355 0.0 0.0 -0.1 0.000
C -1.141 2.179 3.178 -0.1 -0.2 -0.2 -0.003
C -0.629 4.045 1.775 0.1 0.0 0.1 0.003
C -2.011 2.564 -2.793 0.4 0.3 -0.2 0.002
H 2.916 -0.574 -2.029 0.1 0.0 0.2 0.000
H 2.117 -5.857 -1.925 0.0 0.0 -0.1 0.000
H -5.758 2.713 -3.455 0.0 0.0 0.0 0.000
H 4.061 2.312 4.297 0.0 0.1 0.1 0.000
C 3.702 1.634 3.537 0.0 0.1 0.0 0.000
H -2.801 -3.528 2.862 0.0 0.0 0.0 0.000
H 2.197 2.974 2.817 -0.1 0.1 0.0 0.000
O -4.283 0.271 -0.617 0.0 -1.3 1.4 0.024
H 0.939 -1.468 3.012 0.0 0.0 0.1 0.000
H 4.255 -1.468 2.343 0.1 -0.1 0.1 0.000
H -1.375 3.861 -0.235 0.0 0.0 0.0 0.000
C -1.884 -3.100 0.977 0.0 -0.2 -0.1 0.003
C -4.978 0.878 -1.515 -0.9 1.4 -1.8 0.009

Record 3
67
Properties=species:S:1:pos:R:3:forces:R:3:nbo_charge:R:1 method="wB97M-V/def2-TZVPD" homo_ev=-9.08 charge=0 gap_ev=8.04 total_energy_ev=-69813.42353
C 7.290 -5.067 1.209 0.0 0.0 0.0 -0.192
H 6.328 -6.518 2.464 0.0 0.0 0.0 0.220
C 4.971 -5.682 1.036 0.0 0.0 0.0 -0.154
N -2.904 2.336 -3.807 0.1 0.0 -0.1 -0.838
C -1.415 1.060 2.118 0.0 0.0 0.0 -0.198
H -6.026 6.060 3.309 0.0 0.0 0.0 0.240
H 8.255 -5.179 1.687 0.0 0.0 0.0 0.219
C 4.277 -2.061 -3.296 -0.1 0.1 0.0 -0.169
H -2.494 0.062 3.695 0.0 0.0 0.0 0.239
C -3.202 3.150 2.509 0.0 0.0 0.0 -0.133
P -1.202 -0.667 -3.365 0.1 0.0 0.1 0.561
H 5.128 -1.468 -3.605 0.0 0.0 0.0 0.240
C -7.252 3.874 5.598 0.0 0.0 0.0 -0.193
H -7.850 5.843 4.984 0.0 0.0 0.0 0.219
C -6.347 2.841 5.421 0.0 0.0 0.0 -0.154
C 7.139 -4.172 0.164 0.0 0.0 0.0 -0.155
H -8.047 3.775 6.326 0.0 0.0 0.0 0.219
H 7.967 -3.573 -0.190 0.0 0.0 0.0 0.239
H -2.363 2.414 -4.659 0.0 -0.1 0.1 0.365
H -2.354 2.590 -1.788 -0.1 -0.1 -0.1 0.190
H -3.641 1.660 -3.968 0.0 0.1 0.0 0.355
H -2.153 4.161 0.952 0.0 0.0 0.0 0.240
C -5.219 4.130 3.724 0.0 0.0 0.0 -0.052
C 2.120 -3.603 -2.451 0.0 0.0 0.0 -0.176
O 2.524 -5.301 -0.265 0.0 0.0 0.0 -0.524
C 3.048 -1.941 -3.920 0.0 -0.1 -0.1 -0.201
H -0.719 0.244 1.966 0.0 0.0 0.0 0.216
C -4.143 4.291 2.703 0.0 0.0 0.0 0.528
C 6.206 -5.821 1.646 0.0 0.0 0.0 -0.192
C 5.901 -4.029 -0.453 0.0 0.0 0.0 -0.124
I 0.562 0.804 -5.665 0.0 0.0 -0.1 0.156
C -4.361 1.841 4.319 0.0 0.0 0.0 0.540
C 3.475 -4.661 -0.661 0.0 0.0 0.0 0.533
H -1.039 2.263 -2.897 -0.1 0.0 0.1 0.190
C 4.814 -4.787 -0.017 0.0 0.0 0.0 -0.129
H -3.182 0.184 -2.337 0.1 0.0 0.1 0.225
H 2.715 1.584 -4.116 0.0 0.0 0.1 0.235
C -2.402 0.949 3.083 0.0 0.0 0.0 -0.175
C 5.763 -3.052 -1.572 0.0 0.0 0.0 0.554
C -7.142 5.036 4.842 0.0 0.0 0.0 -0.189
C 3.348 -3.717 -1.809 0.0 0.0 0.0 -0.061
C -2.071 1.987 -2.658 0.1 -0.1 -0.1 -0.220
C 4.431 -2.948 -2.235 0.0 0.0 0.0 -0.140
C -1.322 2.212 1.344 0.0 0.0 0.0 -0.202
C -5.327 2.965 4.484 0.0 0.0 0.0 -0.155
H -0.555 2.291 0.584 0.0 0.0 0.0 0.224
O 6.698 -2.369 -1.930 0.0 0.0 0.0 -0.525
H -6.412 1.931 6.001 0.0 0.0 0.0 0.239
H -0.682 -1.487 -2.335 -0.1 -0.1 0.0 -0.025
C 1.972 -2.718 -3.504 0.0 -0.1 0.0 -0.195
C -3.301 1.991 3.280 0.0 0.0 0.0 -0.066
H 2.641 2.242 -2.468 0.0 0.0 0.0 0.240
H 1.016 -2.626 -4.004 0.0 0.0 0.0 0.221
H 2.920 -1.249 -4.744 0.0 0.0 0.0 0.222
H 1.294 -4.211 -2.105 0.0 0.0 0.0 0.241
C -2.138 0.509 -2.254 -0.2 0.1 0.0 -0.701
I 1.194 0.063 -0.770 0.1 -0.1 0.1 0.156
O -4.435 0.842 5.002 0.0 0.0 0.0 -0.524
C 0.378 0.242 -3.638 -0.2 0.1 0.0 -0.528
H 4.115 -6.258 1.359 0.0 0.0 0.0 0.239
C 1.348 0.579 -2.799 0.1 0.1 0.0 -0.129
C -2.210 3.256 1.541 0.0 0.0 0.0 -0.161
H 3.475 0.719 -2.757 0.0 0.0 0.0 0.243
H -1.851 0.384 -1.208 0.1 0.0 -0.1 0.236
O -4.039 5.309 2.054 0.0 0.0 0.0 -0.522
C -6.129 5.165 3.908 0.0 0.0 0.0 -0.187
C 2.618 1.326 -3.061 0.0 0.0 -0.1 -0.696